No. 1
The ion C3H9N2S with charge +1 at a distorted geometry, computed with ωB97M-V/def2-TZVPD.

```
! RIJCOSX wB97M-V def2-TZVPD def2/J DEFGRID3
* xyz 1 1
N 1.190 -0.409 1.560
C 1.300 0.519 0.683
N 0.350 1.075 -0.068
C -1.071 0.592 -0.099
C -1.270 -0.376 -1.197
S -0.365 -1.995 -0.884
H 0.263 -0.915 1.563
H 1.793 -0.556 2.258
H 2.294 0.797 0.704
H 0.682 1.877 -0.625
H -1.788 1.531 -0.264
H -1.273 0.068 0.787
H -2.314 -0.555 -1.427
H -0.647 -0.076 -2.091
H 0.856 -1.578 -0.900
*
```

LUMO   -0.1325 Eh
Relative energy (zero: lowest compared OMol25 entry of this formula, charge and spin)   102.1 kJ/mol
Kohn-Sham gap   9.694 eV
HOMO level   -13.3 eV

These are the Mulliken partial charges, in e, on atoms 1 to 6: number 1, N, carries -0.19; number 2, C, carries -0.03; number 3, N, carries -0.07; number 4, C, carries -0.64; number 5, C, carries -0.52; number 6, S, carries -0.17

***

No. 2
A structure of composition C18H42CuN7O9 at a distorted geometry, computed with ωB97M-V/def2-TZVPD.

```
! RIJCOSX wB97M-V def2-TZVPD def2/J DEFGRID3
* xyz 1 2
Cu -27.822 33.231 6.204
N -26.236 30.479 7.456
O -26.809 31.546 7.229
O -25.255 30.164 6.770
O -26.667 29.745 8.334
C -25.806 32.779 2.361
C -25.792 32.221 3.768
O -26.791 32.390 4.471
N -24.719 31.553 4.210
C -23.557 31.215 3.423
H -26.359 33.717 2.389
H -26.267 32.158 1.592
H -24.830 33.031 1.947
H -24.835 31.160 5.138
H -23.179 32.073 2.870
H -23.801 30.388 2.755
H -22.727 30.868 4.035
C -27.953 23.319 6.345
C -27.498 24.491 7.168
O -27.428 24.395 8.385
N -27.146 25.608 6.521
C -26.703 26.826 7.179
H -27.854 23.541 5.281
H -28.999 23.088 6.541
H -27.351 22.460 6.635
H -27.033 25.590 5.521
H -26.706 27.724 6.565
H -25.739 26.674 7.664
H -27.405 27.055 7.983
C -21.736 28.627 12.937
C -21.835 29.037 11.455
O -20.853 29.368 10.835
N -23.090 29.070 10.939
C -23.421 29.306 9.544
H -20.718 28.264 13.049
H -22.412 27.778 13.068
H -22.046 29.404 13.631
H -23.854 28.902 11.571
H -23.961 28.499 9.043
H -22.541 29.540 8.951
H -24.167 30.102 9.476
C -20.055 33.634 4.424
C -21.125 33.646 5.460
O -21.600 34.712 5.805
N -21.515 32.453 5.965
C -22.537 32.372 7.001
H -19.100 33.326 4.850
H -19.971 34.634 4.008
H -20.349 32.964 3.613
H -21.023 31.593 5.790
H -23.211 33.221 6.890
H -22.156 32.472 8.021
H -23.034 31.404 6.963
C -29.577 35.439 9.465
C -29.236 34.032 9.059
O -29.212 33.659 7.878
N -29.110 33.177 10.083
C -28.883 31.769 9.890
H -30.422 35.368 10.149
H -29.823 36.104 8.640
H -28.715 35.928 9.923
H -29.168 33.498 11.036
H -27.953 31.443 10.364
H -28.781 31.457 8.855
H -29.598 31.125 10.405
C -31.731 31.231 6.058
C -30.298 31.027 5.556
O -29.451 31.845 5.869
N -30.119 30.035 4.696
C -28.834 29.676 4.084
H -32.060 32.168 5.610
H -31.875 31.304 7.134
H -32.337 30.380 5.746
H -30.887 29.408 4.524
H -28.587 30.293 3.220
H -28.857 28.629 3.788
H -27.966 29.752 4.740
*
```

LUMO (alpha / beta)   -0.1513 / -0.2713 Eh
Relative energy (zero: lowest compared OMol25 entry of this formula, charge and spin)   229.5 kJ/mol
Kohn-Sham gap (alpha / beta)   6.846 / 3.581 eV
HOMO level (alpha / beta)   -11.0 / -11.0 eV

These are the Mulliken partial charges, in e, on atoms 1 to 6: number 1, Cu, carries 0.66; number 2, N, carries 0.76; number 3, O, carries -0.22; number 4, O, carries -0.72; number 5, O, carries -0.53; number 6, C, carries -1.26

***

No. 3
A cluster of 2 separate species, C27H24F2NO in total at a distorted geometry, computed with ωB97M-V/def2-TZVPD.

```
! RIJCOSX wB97M-V def2-TZVPD def2/J DEFGRID3
* xyz 1 1
C -1.241 3.082 1.002
C -0.225 2.450 1.915
N 0.010 1.070 1.600
C -0.470 0.088 2.524
C 0.395 -1.033 2.956
C 0.052 -1.839 4.028
C 0.944 -2.932 4.509
C 1.628 -3.637 3.308
C 2.118 -2.672 2.285
C 3.125 -3.089 1.428
C 3.635 -2.245 0.445
C 3.219 -0.919 0.429
C 2.201 -0.478 1.263
C 1.591 -1.358 2.172
C -1.790 0.096 2.854
O 0.327 2.951 2.878
H -0.789 3.611 0.123
H -1.905 2.274 0.626
H -1.815 3.807 1.637
H -0.314 0.873 0.642
H -0.824 -1.622 4.639
H 1.757 -2.556 5.155
H 0.421 -3.663 5.138
H 2.475 -4.258 3.634
H 0.915 -4.344 2.856
H 3.499 -4.103 1.556
H 4.357 -2.588 -0.291
H 3.685 -0.230 -0.250
H 1.865 0.562 1.226
H -2.160 -0.750 3.424
H -2.409 0.980 2.763
F -6.099 0.619 -3.487
C -4.806 0.642 -3.019
C -4.180 -0.597 -2.815
C -2.881 -0.581 -2.324
C -2.193 0.651 -2.102
C -0.823 0.568 -1.587
C 0.326 0.992 -2.379
C 1.637 0.594 -1.992
C 2.770 0.953 -2.714
C 2.570 1.701 -3.877
F 3.686 2.198 -4.492
C 1.310 2.029 -4.399
C 0.195 1.655 -3.655
C -2.834 1.867 -2.483
C -4.189 1.891 -2.824
H -4.667 -1.550 -3.031
H -2.351 -1.514 -2.082
H -0.633 -0.210 -0.811
H 1.705 -0.078 -1.139
H 3.756 0.605 -2.406
H 1.200 2.553 -5.355
H -0.812 1.820 -4.074
H -2.272 2.805 -2.429
H -4.691 2.859 -2.998
*
```

LUMO   -0.2362 Eh
Relative energy (zero: lowest compared OMol25 entry of this formula, charge and spin)   109.6 kJ/mol
Kohn-Sham gap   3.896 eV
HOMO level   -10.3 eV

These are the Mulliken partial charges, in e, on atoms 1 to 6: number 1, C, carries -0.81; number 2, C, carries 0.48; number 3, N, carries 0.68; number 4, C, carries 0.51; number 5, C, carries 0.78; number 6, C, carries -0.96

***

No. 4
A structure of composition C12H19N5OsSe, computed with ωB97M-V/def2-TZVPD.

```
! RIJCOSX wB97M-V def2-TZVPD def2/J DEFGRID3
* xyz 4 5
Os -0.806 0.383 0.044
C 0.894 1.661 -2.270
C -0.266 2.513 -1.768
N -1.459 1.628 -1.487
C -2.036 0.900 -2.688
C -2.535 -0.442 -2.217
N -1.550 -1.052 -1.228
C -0.365 -1.803 -1.795
C 0.638 -0.863 -2.437
N 0.897 0.331 -1.558
H 1.831 2.184 -2.084
H 0.847 1.486 -3.343
H -0.543 3.305 -2.467
H -0.017 3.008 -0.820
H -2.202 2.228 -1.110
H -1.268 0.834 -3.451
H -2.851 1.493 -3.103
H -2.693 -1.140 -3.042
H -3.479 -0.344 -1.679
H -2.085 -1.733 -0.679
H -0.733 -2.542 -2.511
H 0.075 -2.351 -0.959
H 0.299 -0.515 -3.408
H 1.567 -1.406 -2.617
H 1.797 0.215 -1.101
Se -2.025 -0.050 3.215
N -0.523 -0.168 2.093
C 0.527 -0.399 2.896
C 1.914 -0.627 2.515
C 2.881 -0.848 3.484
C 2.555 -0.912 4.842
C 1.213 -0.696 5.272
C 0.202 -0.472 4.283
N -1.071 -0.308 4.616
H 2.192 -0.675 1.470
H 3.911 -1.008 3.184
H 3.316 -1.137 5.582
H 0.951 -0.676 6.327
*
```

LUMO (alpha / beta)   -0.5838 / -0.6302 Eh
Kohn-Sham gap (alpha / beta)   7.397 / 6.300 eV
HOMO level (alpha / beta)   -23.3 / -23.4 eV

These are the Mulliken partial charges, in e, on atoms 1 to 6: number 1, Os, carries 0.81; number 2, C, carries -0.67; number 3, C, carries -0.60; number 4, N, carries -0.30; number 5, C, carries -0.48; number 6, C, carries -0.59

***

Summary of calculated total energy in eV
-17065.10847, -92836.14592, -37351.14249, -87966.65766
(order as listed above)